{
  "formula": "C28H51N7O6PSr",
  "method": "the ωB97M-V functional and the def2-TZVPD basis",
  "elements": ["Sr", "C", "C", "C", "C", "C", "C", "H", "H", "H", "H", "H", "H", "N", "C", "C", "C", "C", "N", "C", "N", "N", "C", "O", "O", "H", "H", "H", "H", "H", "H", "H", "H", "H", "H", "H", "H", "H", "H", "C", "C", "C", "O", "C", "O", "O", "H", "H", "H", "H", "H", "H", "H", "O", "P", "N", "C", "C", "C", "C", "N", "C", "C", "C", "C", "N", "C", "C", "C", "C", "H", "H", "H", "H", "H", "H", "H", "H", "H", "H", "H", "H", "H", "H", "H", "H", "H", "H", "H", "H", "H", "H", "H", "H"],
  "coordinates": [[-1.24520, 0.00994, 0.72257], [-3.64132, 2.37526, 1.43814], [-4.16158, 1.09655, 1.28513], [-4.19812, 0.50785, 0.02490], [-3.69430, 1.19532, -1.07570], [-3.17321, 2.47319, -0.92071], [-3.15725, 3.06633, 0.33576], [-3.63163, 2.83380, 2.41751], [-4.56623, 0.57301, 2.14081], [-4.66555, -0.45982, -0.10251], [-3.74973, 0.75336, -2.06348], [-2.79351, 3.01107, -1.78009], [-2.79025, 4.07863, 0.45003], [0.90048, -0.67217, 1.75236], [0.35523, -1.22452, 3.01018], [1.43161, -1.51605, 4.06297], [2.12334, -2.87752, 3.91522], [1.20419, -4.09667, 4.10528], [0.54260, -4.05165, 5.41531], [-0.65145, -3.49385, 5.66972], [-0.89763, -3.05828, 6.91831], [-1.61747, -3.46962, 4.78419], [-0.79280, -0.30219, 3.53048], [-1.30381, -0.61586, 4.60688], [-1.10406, 0.65795, 2.76247], [1.68291, -1.24667, 1.45513], [1.27774, 0.25102, 1.95989], [-0.15122, -2.14899, 2.75524], [0.98678, -1.44367, 5.05723], [2.18626, -0.72782, 3.99266], [2.92313, -2.94952, 4.65752], [2.59874, -2.95558, 2.93140], [1.80790, -5.00358, 4.07493], [0.46440, -4.18601, 3.31472], [1.17908, -4.09744, 6.19421], [-0.14898, -2.92903, 7.57406], [-1.72134, -2.50083, 7.06650], [-1.52683, -3.80947, 3.80693], [-2.37649, -2.82485, 4.93928], [-2.96689, -3.67556, -1.05135], [-1.71067, -2.92081, -0.63499], [-0.44977, -3.60823, -1.14588], [-1.75719, -1.56002, -1.09948], [-1.70043, -2.84475, 0.90839], [-1.22207, -3.81396, 1.53105], [-2.19368, -1.80609, 1.41995], [-3.01928, -3.75851, -2.14001], [-3.85600, -3.15861, -0.68648], [-2.95160, -4.67831, -0.62725], [-0.52549, -3.81164, -2.21557], [-0.30206, -4.54190, -0.60872], [0.41681, -2.96673, -0.96959], [-2.24674, -1.54196, -1.92774], [-0.02830, 1.03335, -0.71877], [0.70211, 1.73916, -1.80949], [2.31348, 1.78259, -1.38741], [2.93986, 0.72272, -0.58167], [4.29929, 0.50630, -1.23979], [4.64902, 1.91346, -1.72837], [3.31114, 2.43719, -2.24719], [0.45671, 0.96493, -3.25689], [0.81037, -0.46423, -3.22971], [0.24491, -0.95918, -4.55032], [0.61428, 0.18054, -5.50753], [0.58366, 1.45470, -4.63941], [0.18076, 3.29099, -1.98443], [0.40027, 4.19423, -3.13330], [0.55844, 5.58503, -2.51219], [-0.17757, 5.46681, -1.17559], [0.21395, 4.06887, -0.72432], [2.32111, -0.17403, -0.56820], [3.07512, 1.07306, 0.44820], [4.20951, -0.17701, -2.08763], [5.03689, 0.10406, -0.54740], [5.42179, 1.92676, -2.49406], [4.98173, 2.52092, -0.88493], [3.17378, 2.15766, -3.29889], [3.23575, 3.52494, -2.17049], [0.37173, -0.93952, -2.35465], [1.90065, -0.61452, -3.21021], [-0.84025, -1.05279, -4.47213], [0.66207, -1.91723, -4.85558], [-0.06821, 0.25070, -6.35186], [1.61765, 0.01958, -5.90164], [-0.26967, 2.08904, -4.88145], [1.49107, 2.04107, -4.80402], [-0.47662, 4.16324, -3.78473], [1.27292, 3.91985, -3.72725], [0.15567, 6.36360, -3.15663], [1.61262, 5.80177, -2.32894], [-1.25704, 5.53102, -1.32939], [0.12309, 6.22938, -0.46006], [-0.46538, 3.62567, 0.00205], [1.22226, 4.08082, -0.29150]],
  "forces_ev_per_angstrom": [[-1.8, 1.6, -1.7], [0.0, 0.0, 0.1], [-0.1, 0.0, -0.1], [-0.2, 0.2, 0.0], [-0.1, 0.0, 0.0], [0.0, 0.0, 0.0], [0.0, 0.0, 0.0], [0.1, 0.0, 0.0], [0.1, 0.0, 0.0], [0.1, -0.1, 0.0], [0.0, 0.0, 0.0], [0.0, 0.0, 0.0], [0.0, 0.0, 0.0], [0.8, -0.5, 0.6], [0.1, 0.2, 0.3], [-0.1, -0.1, 0.0], [-0.2, 0.1, -0.1], [0.2, 0.2, 0.0], [-0.1, 0.0, -0.1], [0.5, -0.4, 0.3], [-0.1, 0.0, -0.2], [-0.3, -0.3, -1.2], [0.4, -0.2, 0.5], [0.0, 0.0, 0.0], [0.3, 0.8, 2.7], [0.0, 0.0, -0.1], [0.0, 0.0, -0.1], [-0.1, -0.2, -0.1], [-0.1, 0.1, 0.0], [0.0, 0.0, 0.1], [0.1, 0.0, -0.1], [0.0, -0.1, 0.0], [-0.1, 0.0, 0.0], [-0.1, 0.1, 0.0], [-0.1, 0.0, 0.1], [0.1, 0.1, -0.1], [0.0, 0.0, 0.1], [0.2, 0.4, 0.7], [0.1, 0.1, -0.1], [0.0, 0.2, 0.0], [0.1, -0.5, 0.1], [-0.1, 0.2, 0.0], [-0.2, -0.6, -0.8], [0.0, -0.9, 0.5], [-0.1, 0.2, 0.1], [-1.1, -2.2, 0.8], [0.0, 0.0, 0.0], [0.0, 0.0, 0.0], [0.0, 0.0, 0.0], [0.0, 0.0, 0.0], [0.0, 0.0, 0.0], [0.0, 0.0, 0.0], [0.1, 0.1, 0.0], [1.7, 1.2, -1.8], [0.2, 0.4, -0.6], [-0.3, -0.2, -0.1], [0.1, 0.0, 0.0], [0.0, 0.1, 0.0], [-0.1, -0.1, 0.0], [0.0, 0.1, -0.1], [0.2, -0.1, 0.3], [0.0, -0.1, -0.1], [0.0, 0.1, 0.0], [-0.1, -0.1, 0.1], [-0.1, 0.2, -0.1], [0.3, -0.1, 0.2], [-0.1, 0.1, -0.2], [-0.1, -0.1, 0.1], [0.1, 0.0, -0.1], [-0.1, 0.1, 0.0], [0.0, 0.0, 0.0], [-0.1, -0.1, 0.0], [0.0, 0.0, 0.0], [0.0, 0.0, 0.0], [0.0, 0.0, 0.0], [0.0, 0.0, 0.0], [0.0, 0.0, 0.0], [0.0, 0.0, 0.0], [0.0, 0.0, 0.0], [0.0, 0.0, 0.0], [0.0, 0.0, 0.0], [0.0, 0.0, 0.0], [0.0, 0.0, 0.0], [0.0, 0.0, 0.0], [0.0, 0.0, 0.0], [0.0, 0.0, 0.0], [0.1, 0.0, 0.0], [0.0, 0.0, 0.0], [0.0, 0.0, 0.0], [0.0, 0.0, 0.0], [0.0, 0.0, 0.0], [0.0, 0.0, 0.0], [0.0, 0.0, 0.0], [0.0, 0.0, 0.0]],
  "mulliken_charge": [3.290, -0.558, -0.392, -0.499, -0.221, -0.251, -0.326, 0.419, 0.385, 0.256, 0.519, 0.291, 0.460, -0.053, 1.481, -1.141, -0.566, -0.667, -0.184, 0.798, -0.435, -0.239, 0.343, -0.798, -0.960, 0.143, 0.283, -1.091, 0.401, 0.432, 0.439, 0.345, 0.387, 0.140, 0.265, 0.209, 0.204, 0.085, 0.258, -1.942, 2.505, -1.680, -0.326, -0.449, -0.863, -0.917, 0.531, 0.382, 0.417, 0.409, 0.369, 0.260, 0.131, -0.390, -3.227, 0.705, 0.259, -0.806, -0.764, -0.258, 0.963, 0.001, -0.553, -0.954, -0.204, 0.795, -0.263, -0.812, -0.736, -0.361, -0.265, 0.213, 0.259, 0.434, 0.410, 0.329, 0.152, 0.099, -0.287, 0.034, 0.223, 0.453, 0.413, 0.314, 0.266, 0.228, 0.247, 0.120, 0.444, 0.307, 0.268, 0.423, -0.158, 0.405],
  "e_tot_ev": -62706.76930,
  "spin_multiplicity": 1,
  "e_homo_ha": -0.402,
  "charge": 1,
  "relative_energy_ev": 0.000,
  "homo_lumo_gap_ev": 9.3
}